No. 1
The following is a quantum chemistry calculation of 2 unconnected molecules or ions with the total composition C4H5NO, from OMol25.

Last column: Löwdin charge in e.
Positions of all 11 atoms, in Å:
N (-0.756203, 2.161920, 1.294801)  0.1405
C (-0.030797, 1.308466, 0.993834)  -0.1975
C (0.818995, 0.184011, 0.604197)  -0.2547
C (0.274894, -0.995855, -0.121995)  -0.0723
C (1.034059, -0.208928, -0.826364)  -0.0302
H (1.585310, -0.056065, 1.336222)  0.1249
H (-0.072332, -1.986317, 0.114056)  0.1274
H (1.850727, -0.278503, -1.514656)  0.0998
O (-1.698086, -0.409277, -0.697255)  -0.0397
H (-1.934200, 0.168071, 0.041767)  0.0509
H (-1.072366, 0.112476, -1.224607)  0.0509

Force components x, y, z for each atom (eV/Å):
N 0.757 -0.875 -0.319
C -0.611 0.619 0.137
C 0.201 0.087 0.433
C 0.925 -0.418 0.114
C 0.717 -0.679 0.346
H -0.006 0.335 0.191
H -0.089 0.145 -0.158
H -0.058 0.363 -0.369
O -1.040 0.374 -0.233
H -0.220 0.095 -0.139
H -0.576 -0.046 -0.003

The HOMO-LUMO gap comes out at 0.389 Ha. Its lowest unoccupied orbital energy is 0.799 eV. As for the total charge: 0.

***

No. 2
The following is a quantum chemistry calculation of C4H5NO in the gas phase, from OMol25.

Last column: Löwdin charge in e.
Positions of all 11 atoms, in Å:
N (-2.030253, 0.168742, 0.013335)  0.1191
C (-0.741351, -0.239386, 0.159134)  -0.2688
C (0.230305, -0.646901, 0.992821)  -0.0336
C (1.423451, -0.128906, 0.347154)  -0.1172
C (1.191996, 0.156042, -0.941027)  -0.1887
O (-0.110292, 0.012888, -1.240487)  -0.0350
H (-2.021252, 0.413340, -0.967216)  0.0966
H (-2.417119, 0.911269, 0.586136)  0.1072
H (0.258454, -1.342193, 1.832982)  0.1125
H (2.285711, 0.213202, 0.878782)  0.0917
H (1.930350, 0.481903, -1.661613)  0.1163

Force components x, y, z for each atom (eV/Å):
N -0.553 -0.707 -0.273
C 0.831 -0.196 -2.406
C -0.157 0.505 -0.302
C 0.937 -0.274 -0.011
C 0.619 0.069 0.674
O -0.766 0.383 2.261
H -1.072 0.229 -0.060
H 0.513 -0.324 0.145
H -0.538 0.972 0.100
H 0.669 -0.610 0.126
H -0.481 -0.047 -0.255

The HOMO-LUMO gap comes out at 0.321 Ha. Its lowest unoccupied orbital energy is 1.026 eV. As for the total charge: 0.

***

No. 3
The following is a quantum chemistry calculation of C4H5NO in the gas phase, from OMol25.

Last column: Löwdin charge in e.
Positions of all 11 atoms, in Å:
C (-0.251436, 1.534034, 0.576338)  -0.2132
N (0.775366, 0.890282, 0.957389)  0.1081
C (0.946220, -0.200487, 0.028483)  -0.2496
C (-0.140686, -1.201239, 0.132240)  -0.0733
C (-0.248790, -0.083749, -0.899624)  -0.2065
O (-0.888891, 1.135077, -0.547346)  0.0033
H (-0.691113, 2.390851, 1.080400)  0.1361
H (1.967988, -0.459126, -0.215705)  0.1322
H (-0.836191, -1.226912, 0.955661)  0.1135
H (0.060070, -2.153553, -0.364497)  0.1130
H (-0.692535, -0.625178, -1.703339)  0.1364

Force components x, y, z for each atom (eV/Å):
C 0.112 -0.016 0.145
N -0.112 0.399 -0.318
C 0.396 -0.111 0.024
C -0.251 -0.135 0.372
C -0.672 -0.759 0.700
O -0.291 -0.482 0.251
H 0.166 -0.119 -0.147
H -0.066 -0.032 -0.044
H 0.268 0.012 0.441
H -0.238 0.279 0.191
H 0.687 0.966 -1.615

The HOMO-LUMO gap comes out at 0.377 Ha. Its lowest unoccupied orbital energy is 1.050 eV. As for the total charge: 0.

***

No. 4
The following is a quantum chemistry calculation of C4H5NO in the gas phase, from OMol25.

Last column: Löwdin charge in e.
Positions of all 11 atoms, in Å:
C (0.780907, 0.761613, -0.839829)  0.0001
C (0.098279, -0.182466, 0.139405)  -0.4598
C (0.846049, -1.132789, 0.970790)  -0.1268
N (1.253173, -2.082935, 1.492499)  0.1692
C (-1.312992, 0.032595, 0.498565)  -0.0849
O (-0.952108, -1.008724, -0.381778)  -0.0108
H (1.204506, 0.180547, -1.659645)  0.0906
H (0.036053, 1.448673, -1.257847)  0.0866
H (1.576504, 1.380699, -0.408220)  0.0916
H (-1.682241, -0.198916, 1.495874)  0.1248
H (-1.848130, 0.801703, -0.049812)  0.1193

Force components x, y, z for each atom (eV/Å):
C -0.002 -0.158 -0.047
C 0.037 -0.120 -0.264
C 0.482 -0.646 0.467
N -0.120 1.243 -0.323
C -0.231 0.192 0.146
O -0.284 0.022 -0.477
H 0.073 0.022 0.031
H 0.101 -0.265 0.097
H -0.207 -0.341 0.189
H 0.026 -0.293 -0.215
H 0.126 0.343 0.396

The HOMO-LUMO gap comes out at 0.433 Ha. Its lowest unoccupied orbital energy is 0.787 eV. As for the total charge: 0.

***

No. 5
The following is a quantum chemistry calculation of C4H5NO in the gas phase, from OMol25.

Last column: Löwdin charge in e.
Positions of all 11 atoms, in Å:
C (-0.139942, -0.863113, -0.527874)  -0.1400
C (-0.450555, 0.417652, -1.297616)  -0.2394
O (-0.862222, 1.415561, -0.751731)  0.0364
C (-0.354647, 0.800922, 2.037387)  0.0602
N (0.560661, 0.243341, 1.411299)  -0.0658
C (0.932306, -0.570176, 0.498727)  -0.1534
H (-1.051217, -1.142092, 0.025484)  0.1256
H (0.127791, -1.670434, -1.211212)  0.1040
H (-0.250413, 0.418198, -2.389994)  0.1203
H (-0.471159, 1.864510, 1.781527)  0.0408
H (1.962157, -0.908504, 0.417345)  0.1113

Force components x, y, z for each atom (eV/Å):
C -0.033 -0.095 -0.055
C -0.091 0.389 0.247
O 0.064 -0.574 -0.450
C 0.709 0.061 -0.227
N -0.564 -0.175 0.109
C -0.101 0.379 -0.026
H 0.125 0.023 -0.138
H 0.067 0.084 0.072
H 0.002 -0.012 0.140
H 0.089 -0.134 0.210
H -0.268 0.054 0.117

The HOMO-LUMO gap comes out at 0.324 Ha. Its lowest unoccupied orbital energy is 0.621 eV. As for the total charge: 0.

***

No. 6
The following is a quantum chemistry calculation of C4H5NO in the gas phase, from OMol25.

Last column: Löwdin charge in e.
Positions of all 11 atoms, in Å:
C (-0.840127, 0.251490, 0.046079)  -0.2652
C (-2.130063, -0.521225, 0.113110)  -0.2335
C (-0.151031, 2.646580, -0.025783)  0.1772
C (0.468811, -0.506206, 0.179666)  -0.0566
N (-0.702224, 1.573991, -0.053235)  0.0476
O (-3.255745, -0.048813, 0.026036)  -0.0008
H (-2.068131, -1.503164, 0.511232)  0.0990
H (0.217110, 3.499603, -0.479151)  0.0439
H (0.512780, -1.500392, -0.041293)  0.0363
H (1.029333, -0.322869, 1.047397)  0.0576
H (1.112625, -0.141251, -0.668185)  0.0945

Force components x, y, z for each atom (eV/Å):
C -0.638 -0.959 0.176
C -0.297 3.506 0.832
C -2.426 -3.713 1.370
C 0.556 3.276 -2.485
N 1.454 0.909 -0.303
O 0.710 -0.047 -0.550
H 0.757 -1.552 -0.072
H 0.485 1.108 -1.045
H -0.907 -2.955 -0.177
H 0.523 0.388 1.532
H -0.217 0.041 0.723

The HOMO-LUMO gap (spin up / spin down) comes out at 0.298 / 0.298 Ha. Its lowest unoccupied orbital energy (spin up / spin down) is 0.178 / 0.178 eV. As for the total charge: 0.

***

No. 7
The following is a quantum chemistry calculation of C4H5NO in the gas phase, from OMol25.

Last column: Löwdin charge in e.
Positions of all 11 atoms, in Å:
O (2.256501, -0.160297, -0.201753)  0.0358
C (0.896166, -0.143899, -0.072964)  -0.3558
C (0.150557, 0.928020, 0.480382)  -0.0493
C (-1.176232, 0.602128, 0.354654)  -0.1375
N (-1.249952, -0.633071, -0.214937)  -0.0052
C (0.015862, -1.114286, -0.482212)  -0.0582
H (2.529531, 0.755949, -0.075663)  0.0989
H (0.570043, 1.805992, 0.955683)  0.1028
H (-2.062788, 1.171275, 0.596799)  0.1091
H (-2.102481, -1.119690, -0.429521)  0.1439
H (0.172790, -2.092123, -0.910469)  0.1154

Force components x, y, z for each atom (eV/Å):
O -0.003 0.039 0.079
C -0.347 -0.007 -0.014
C 0.013 0.095 0.046
C -0.080 -0.005 0.000
N -0.054 0.000 0.019
C 0.122 0.058 0.007
H 0.246 -0.222 -0.030
H -0.155 -0.018 -0.176
H 0.124 -0.167 0.052
H 0.107 0.055 0.033
H 0.027 0.172 -0.015

The HOMO-LUMO gap comes out at 0.331 Ha. Its lowest unoccupied orbital energy is 1.031 eV. As for the total charge: 0.

***

No. 8
The following is a quantum chemistry calculation of a molecular structure, C4H5NO, from OMol25.

Last column: Löwdin charge in e.
Positions of all 11 atoms, in Å:
N (0.132529, -1.635376, 0.945773)  0.1638
C (-0.727536, -1.252920, 0.221575)  -0.1791
C (-1.170864, -0.219225, -0.636270)  -0.0379
C (0.077047, 0.865069, 0.010738)  -0.5592
C (1.160306, -0.071707, 0.479391)  0.0915
O (0.719725, 1.625015, -0.785500)  -0.0542
H (-2.169256, 0.178211, -0.453397)  0.1050
H (-1.010887, -0.445888, -1.694500)  0.1158
H (-0.482017, 1.315717, 0.864519)  0.1392
H (1.742120, 0.174277, 1.370387)  0.1059
H (1.728833, -0.533173, -0.322714)  0.1092

Force components x, y, z for each atom (eV/Å):
N -0.805 0.482 -0.775
C 1.070 -0.176 0.721
C -0.218 -0.076 -0.187
C 0.303 0.010 0.295
C -0.119 -0.402 0.099
O -0.216 0.083 -0.049
H 0.220 -0.014 0.050
H 0.057 0.079 0.203
H 0.022 -0.074 -0.250
H -0.201 0.045 -0.219
H -0.113 0.041 0.112

The HOMO-LUMO gap comes out at 0.307 Ha. Its lowest unoccupied orbital energy is -0.746 eV. As for the total charge: 0.

***

No. 9
The following is a quantum chemistry calculation of C4H5NO in the gas phase, from OMol25.

Last column: Löwdin charge in e.
Positions of all 11 atoms, in Å:
C (-0.686876, -1.093991, 1.988712)  -0.0678
N (-1.265879, -1.374894, 0.907738)  0.1277
C (-0.685348, -0.025680, 0.961412)  -0.2067
C (0.705062, 0.302377, 0.014210)  -0.2682
C (0.445546, 0.261852, -1.463970)  -0.0827
O (0.488547, 1.454810, -0.669131)  -0.0632
H (-0.371395, -1.255072, 3.016986)  0.1109
H (-1.249874, 0.851667, 0.832171)  0.0951
H (1.706712, 0.248385, 0.602530)  0.1562
H (1.323436, -0.090503, -2.091361)  0.1304
H (-0.480030, -0.082705, -1.695838)  0.0684

Force components x, y, z for each atom (eV/Å):
C -0.045 2.579 -0.884
N -0.163 -1.211 0.523
C 4.570 -0.751 -1.216
C -1.732 -1.674 3.225
C 4.316 -0.577 1.897
O 0.164 1.443 -1.694
H -0.400 -0.812 -0.415
H -1.335 0.809 0.471
H -1.570 -0.298 -1.442
H -1.160 1.226 0.530
H -2.646 -0.734 -0.995

The HOMO-LUMO gap comes out at 0.392 Ha. Its lowest unoccupied orbital energy is 1.099 eV. As for the total charge: 0.

***

No. 10
The following is a quantum chemistry calculation of C4H5NO in the gas phase, from OMol25.

Last column: Löwdin charge in e.
Positions of all 11 atoms, in Å:
C (-1.708155, 0.032948, 0.129250)  -0.0054
C (-0.269339, -0.145586, -0.156405)  -0.3539
C (0.763558, 0.690800, -0.426474)  -0.0158
C (1.895867, -0.086554, -0.055539)  -0.1507
N (1.572450, -1.285690, 0.344234)  0.0600
O (0.199937, -1.327472, 0.271804)  -0.0219
H (-1.768991, -0.128196, 1.203703)  0.0933
H (-2.031652, 1.045867, -0.114588)  0.0887
H (-2.317339, -0.720647, -0.371221)  0.0885
H (0.730864, 1.711868, -0.780486)  0.1079
H (2.932800, 0.212659, -0.044273)  0.1094

Force components x, y, z for each atom (eV/Å):
C -0.019 0.077 -0.305
C 0.153 0.119 0.403
C -0.004 -0.116 0.110
C 0.133 -0.087 -0.158
N 0.338 0.353 -0.177
O -0.031 -0.076 0.023
H -0.421 0.099 0.090
H -0.076 -0.211 -0.021
H -0.067 0.153 -0.002
H -0.018 -0.206 0.136
H 0.013 -0.105 -0.100

The HOMO-LUMO gap comes out at 0.388 Ha. Its lowest unoccupied orbital energy is 0.958 eV. As for the total charge: 0.

***

Record-wise energy relative to the best compared isomer or geometry (same formula, charge and spin) values, in kJ/mol: 360.67 223.58 204.94 183.02 315.31 351.28 45.81 440.90 456.01 139.98